1.
{"formula": "C3H4NP", "method": "ωB97M-V/def2-TZVPD", "species": ["C", "C", "C", "N", "P", "H", "H", "H", "H"], "positions_angstrom": [[-1.06229, 0.11855, -0.23540], [-0.08986, 1.06378, -0.19888], [0.52282, -1.32042, 0.08505], [-0.72938, -1.16955, -0.03535], [1.48416, 0.24305, -0.07506], [-2.16813, 0.14196, -0.46097], [-0.52242, 2.48128, -0.73582], [1.09875, -2.11751, 0.42246], [1.46635, 0.55886, 1.23396]], "gap_ev": 9.44, "multiplicity": 1, "e_homo_ev": -9.310}

***

2.
{"formula": "C3H4NS", "method": "ωB97M-V/def2-TZVPD", "species": ["C", "N", "C", "C", "S", "H", "H", "H", "H"], "positions_angstrom": [[1.58183, 0.54000, 0.42042], [0.58198, -0.03004, 0.23286], [-0.46217, -0.74610, -0.30737], [-1.74807, 0.23223, -0.61835], [-3.06931, 0.16337, 0.30276], [2.32138, 1.25329, 0.52330], [-0.82394, -1.44246, 0.43862], [0.02025, -1.02490, -1.24416], [-1.45894, 0.90982, -1.47487]], "gap_ev": 7.95, "smiles": "C#[N+]CC=S", "multiplicity": 1, "e_homo_ev": -13.436, "total_charge": 1}

***

3.
{"formula": "C3H4O", "method": "ωB97M-V/def2-TZVPD", "species": ["C", "C", "C", "O", "H", "H", "H", "H"], "positions_angstrom": [[-0.31067, 0.09931, 0.10994], [-1.31285, -0.65159, 0.08124], [0.98564, 0.66369, -0.10945], [1.43807, -0.58275, -0.53331], [-1.13483, -1.62383, -0.14379], [-2.34420, -0.37085, 0.52100], [1.33904, 1.45589, -0.84709], [1.33980, 1.01012, 0.92146]], "gap_ev": [9.18, 9.17], "multiplicity": 1, "e_homo_ev": [-9.404, -9.403]}

***

4.
{"formula": "C3H4O", "method": "ωB97M-V/def2-TZVPD", "species": ["C", "C", "C", "O", "H", "H", "H", "H"], "positions_angstrom": [[1.83649, -0.30472, -0.06823], [0.65052, 0.07875, 0.05246], [-0.75407, 0.53243, -0.04499], [-1.53423, -0.69373, -0.14736], [2.79846, -0.75964, -0.23843], [-0.99633, 1.14899, 0.77812], [-0.81835, 1.21558, -0.88548], [-1.18249, -1.21766, 0.55390]], "gap_ev": 11.05, "smiles": "C#CCO", "multiplicity": 1, "e_homo_ev": -10.140}

***

5.
{"formula": "C3H4O", "method": "ωB97M-V/def2-TZVPD", "species": ["C", "C", "C", "O", "H", "H", "H", "H"], "positions_angstrom": [[0.59884, 0.06992, -0.48830], [-0.29809, -0.10139, 0.71378], [-0.71127, 0.12410, -1.20968], [-1.43957, 0.36226, -0.09648], [1.11173, 1.07270, -0.44545], [1.21753, -0.82935, -0.92849], [-0.09279, 0.40352, 1.57600], [-0.38638, -1.10176, 0.87861]], "gap_ev": 9.25, "multiplicity": 1, "e_homo_ev": -8.549}

***

6.
{"formula": "C3H4O2", "method": "ωB97M-V/def2-TZVPD", "species": ["C", "C", "O", "H", "H", "C", "O", "H", "H"], "positions_angstrom": [[-0.00321, 1.28426, 0.78406], [0.29255, 1.44914, -0.49137], [0.71073, 1.73790, -1.55031], [-0.82643, 0.71421, 0.96987], [0.68991, 1.70663, 1.50274], [-0.18789, -1.80288, -0.36067], [-0.35560, -0.97574, -1.20252], [0.68793, -1.73956, 0.33246], [-1.00800, -2.37395, 0.01574]], "gap_ev": 9.48, "smiles": "C=C=O.C=O", "multiplicity": 1, "e_homo_ev": -9.116}

***

7.
{"formula": "C3H4O2", "method": "ωB97M-V/def2-TZVPD", "species": ["C", "C", "O", "C", "O", "H", "H", "H", "H"], "positions_angstrom": [[1.55424, 0.86918, -0.01434], [1.15071, -0.47145, 0.00696], [-0.06310, -1.02670, -0.21240], [-1.19778, -0.25387, 0.18640], [-1.48691, 0.89972, -0.02341], [0.77545, 1.54817, -0.42318], [2.68893, 0.95977, 0.43366], [1.79064, -1.28564, 0.46731], [-1.89803, -1.06958, 0.33462]], "gap_ev": 10.15, "smiles": "C=COC=O", "multiplicity": 1, "e_homo_ev": -9.532}

***

8.
{"formula": "C3H4O2", "method": "ωB97M-V/def2-TZVPD", "species": ["C", "C", "C", "O", "O", "H", "H", "H", "H"], "positions_angstrom": [[0.30273, -0.49258, 0.09473], [-0.32769, 0.60826, -0.14373], [1.87191, -0.40525, 0.13506], [2.45186, 0.46455, -0.40720], [-2.79505, 0.07133, -0.15529], [-0.04725, -1.45349, 0.26633], [-0.93372, 1.48668, -0.27881], [2.32807, -1.33023, 0.47103], [-2.85084, 1.05070, 0.01787]], "gap_ev": [7.42, 7.42], "multiplicity": 1, "e_homo_ev": [-9.344, -9.351]}

***

9.
{"formula": "C3H4O2", "method": "ωB97M-V/def2-TZVPD", "species": ["O", "C", "C", "C", "O", "H", "H", "H", "H"], "positions_angstrom": [[-1.64815, -0.18724, -1.19756], [-0.80476, 0.52751, -0.69159], [0.54552, -0.06710, -0.47117], [0.52585, -0.47073, 1.10525], [0.73999, 0.44518, 2.02457], [-1.09636, 1.70463, -0.54021], [1.49287, 0.60506, -0.45107], [0.18601, -0.94853, -1.14200], [0.05902, -1.60877, 1.36380]], "gap_ev": 10.04, "smiles": "O=CCC=O", "multiplicity": 1, "e_homo_ev": -10.301}

***

10.
{"formula": "C3H4O2", "method": "ωB97M-V/def2-TZVPD", "species": ["C", "C", "C", "O", "O", "H", "H", "H", "H"], "positions_angstrom": [[0.12806, 0.70324, 0.02556], [-1.32618, 0.17680, -0.07997], [1.13758, -1.38592, -0.35943], [1.07457, -0.34832, 0.39367], [-1.66387, -0.96678, 0.05905], [0.38629, 1.29589, -0.89505], [0.22226, 1.35126, 0.88122], [-2.12286, 1.09338, -0.12342], [2.16416, -1.91954, 0.09836]], "gap_ev": 9.06, "multiplicity": 1, "e_homo_ev": -8.480}

***

11.
{"formula": "C3H4O2", "method": "ωB97M-V/def2-TZVPD", "species": ["C", "C", "C", "O", "O", "H", "H", "H", "H"], "positions_angstrom": [[0.28725, 0.82532, 0.03574], [1.21866, -0.50899, -0.40421], [-0.60630, -0.21533, 0.40208], [0.24995, -1.34305, 0.08472], [-1.87517, -0.43808, -0.34443], [0.04832, 1.63456, -0.60737], [2.10555, -0.66362, -0.91544], [-0.94156, -0.04852, 1.48719], [-1.60675, -1.07174, -1.08367]], "gap_ev": [8.70, 8.25], "multiplicity": 1, "e_homo_ev": [-8.622, -8.396]}

***

12.
{"formula": "C3H4O2", "method": "ωB97M-V/def2-TZVPD", "species": ["C", "C", "O", "C", "O", "H", "H", "H", "H"], "positions_angstrom": [[-1.48422, 0.67644, 0.41501], [-0.42671, -0.02340, 0.14768], [0.11824, -1.53047, -0.28445], [0.93331, -0.50335, 0.08386], [1.83841, 0.05063, -0.80691], [-2.46605, 0.31371, 0.14432], [-1.41085, 1.65126, 0.87324], [1.32519, -0.42757, 1.12762], [1.57267, -0.20725, -1.70037]], "gap_ev": 10.91, "smiles": "C=C1O[C@H]1O", "multiplicity": 1, "e_homo_ev": -10.128}

***

In g/mol, the molecular weight values for the records above are, in order, 85.05 86.14 56.06 56.06 56.06 72.06 72.06 72.06 72.06 72.06 72.06 72.06.
In kcal per mole, the relative energy (zero: lowest compared OMol25 entry of this formula, charge and spin) values for the records above are, in order, 62.7 48.6 86.8 37.4 74.1 54.0 51.2 150.4 67.9 101.6 116.0 76.4.